Here is 9 unconnected molecules or ions with the total composition H18O9 from the OMol25 dataset. Energies are from wB97M-V/def2-TZVPD.

Net charge ... 0
SMILES ... O.O.O.O.O.O.O.O.O
Relative energy (zero: lowest compared OMol25 entry of this formula, charge and spin) ... 75.6 kcal/mol
HOMO energy ... -11.0 eV

The geometry in XYZ format:
```
27
Properties=species:S:1:pos:R:3:forces:R:3
H 0.336 0.249 0.627 0.0 0.1 -0.1
H 0.585 0.955 -0.696 -0.1 0.0 0.0
H -2.137 -0.189 -2.675 0.1 -0.1 0.1
H -3.636 -0.264 -2.436 0.1 0.1 0.0
H 4.139 -1.529 -0.607 0.0 0.0 -0.1
H 4.878 -2.825 -0.898 0.1 0.1 -0.1
H -1.685 3.984 -2.006 0.1 0.0 0.0
H -2.242 3.084 -0.915 0.1 -0.1 0.0
H -1.519 -3.614 0.259 0.0 -0.2 0.0
H -1.493 -4.547 -0.941 0.0 0.0 0.1
H 0.826 -2.213 0.574 0.0 -0.1 -0.2
H 2.169 -2.898 0.381 -0.1 -0.1 -0.1
H 2.939 5.933 1.220 0.0 0.0 -0.1
H 2.787 4.446 0.945 0.0 0.1 -0.1
H -0.251 2.008 4.622 0.0 0.1 0.0
H 1.239 2.113 4.902 0.0 0.1 0.1
H -3.952 -2.101 -1.539 0.3 -0.1 0.2
H -3.035 -2.333 -0.348 -0.3 0.2 -0.2
O -0.101 0.500 -0.195 0.1 -0.1 0.2
O -2.848 -0.816 -2.504 0.0 0.4 -0.4
O 4.887 -1.883 -1.101 -0.1 -0.1 0.2
O -1.434 3.273 -1.405 -0.2 0.0 -0.1
O -1.366 -4.533 0.014 0.0 0.2 0.0
O 1.509 -2.373 -0.087 0.2 0.1 0.2
O 2.940 5.289 0.503 0.0 0.0 0.2
O 0.426 2.630 4.913 0.1 -0.2 -0.1
O -3.964 -2.347 -0.607 -0.3 -0.3 0.3
```
Positions in Å, forces in eV/Å.

---

Here is a molecular structure, C25H37BrN2NiOS3Sb2Si3 from the OMol25 dataset. Energies are from wB97M-V/def2-TZVPD.

⟨S²⟩ ... 0.766
Net charge ... -1
HOMO energy (spin up / spin down) ... -3.8 / -3.4 eV
Spin multiplicity ... 2

The geometry in XYZ format:
```
75
Properties=species:S:1:pos:R:3:forces:R:3
Ni 1.040 1.679 0.268 -0.3 0.4 0.2
Br -1.268 0.005 7.162 0.0 0.0 0.0
C -0.334 0.507 5.577 0.1 -0.1 0.2
C 1.070 0.362 5.523 -0.1 0.0 0.0
C 1.742 0.667 4.380 0.0 0.0 -0.1
C 1.069 1.109 3.182 -0.3 -0.1 0.2
O 1.726 1.254 2.123 0.3 0.1 0.0
C -0.353 1.339 3.307 0.0 0.0 0.1
C -1.156 1.942 2.291 -0.2 -0.1 0.4
N -0.776 2.223 1.101 0.1 0.3 -0.7
C -1.649 2.807 0.163 0.3 -0.1 0.1
C -2.978 3.089 0.343 -0.3 0.0 0.0
C -3.755 3.665 -0.685 -0.1 -0.1 0.2
C -3.201 3.992 -1.884 0.1 0.0 -0.1
C -1.828 3.738 -2.109 0.1 -0.1 0.1
C -1.169 4.087 -3.312 -0.2 0.0 0.0
C 0.150 3.803 -3.454 0.2 0.0 0.0
C 0.826 3.127 -2.412 0.1 0.1 -0.3
N 0.255 2.779 -1.295 -0.4 0.2 0.3
C -1.061 3.113 -1.104 0.0 0.0 -0.1
C -1.017 1.004 4.513 0.0 0.1 -0.1
H 1.608 0.011 6.394 0.0 0.0 0.0
H 2.819 0.566 4.321 0.0 0.0 0.0
H -2.177 2.184 2.607 0.0 -0.1 0.0
H -3.456 2.864 1.287 0.0 0.0 0.0
H -4.808 3.851 -0.510 0.0 0.0 0.0
H -3.797 4.440 -2.671 0.0 0.0 0.0
H -1.724 4.591 -4.096 0.0 0.0 0.0
H 0.693 4.080 -4.348 0.0 0.0 0.0
H 1.875 2.866 -2.510 0.0 0.0 -0.1
H -2.093 1.132 4.574 0.0 0.0 0.0
S 6.559 3.538 -1.732 0.0 -0.1 0.0
Sb 5.545 1.539 -1.555 -0.2 0.1 0.2
S 4.719 1.302 0.758 0.2 -0.1 0.0
S 3.194 1.899 -0.538 0.7 0.3 -0.4
C 0.855 -0.460 -3.828 -0.1 0.2 -0.1
Si 1.383 -1.650 -2.484 -0.2 0.0 0.1
C 3.240 -1.683 -2.348 0.2 0.1 0.1
C 0.778 -3.354 -2.986 -0.1 -0.2 0.0
Sb 0.414 -0.697 -0.311 -0.3 -0.9 -0.3
Si 1.208 -2.460 1.384 -0.2 -0.1 -0.3
C 1.171 -4.196 0.663 0.0 -0.2 0.0
C 0.076 -2.452 2.869 -0.1 0.1 0.2
C 2.952 -2.032 1.840 0.2 0.2 0.1
Si -2.072 -1.306 -0.605 0.2 -0.2 0.0
C -2.801 -0.242 -1.964 0.0 0.2 -0.1
C -2.470 -3.095 -1.036 -0.1 -0.1 0.0
C -2.976 -0.922 0.993 0.0 0.1 0.1
H 1.331 -0.693 -4.787 0.0 0.0 0.1
H 1.119 0.565 -3.553 0.0 -0.1 0.0
H -0.231 -0.498 -3.965 0.1 0.0 0.0
H 3.686 -2.253 -3.170 0.0 0.1 0.0
H 3.562 -2.129 -1.403 0.0 0.0 -0.1
H 3.629 -0.660 -2.373 0.0 -0.1 0.0
H 1.251 -3.656 -3.930 0.0 0.0 0.1
H -0.304 -3.350 -3.138 0.0 0.0 0.0
H 1.007 -4.109 -2.231 0.0 0.0 -0.1
H 0.207 -4.411 0.197 0.0 0.0 0.0
H 1.343 -4.940 1.452 0.0 0.1 -0.1
H 1.951 -4.322 -0.094 -0.1 0.0 0.0
H -0.928 -2.776 2.581 0.0 0.0 0.1
H 0.000 -1.455 3.314 0.0 -0.1 0.0
H 0.448 -3.140 3.637 0.0 0.0 -0.1
H 3.608 -2.112 0.969 0.0 0.0 0.1
H 3.329 -2.697 2.625 0.0 0.0 0.0
H 3.013 -0.996 2.187 0.0 -0.1 0.0
H -2.460 -0.577 -2.949 0.0 0.0 0.0
H -2.516 0.810 -1.849 0.0 -0.1 0.0
H -3.896 -0.298 -1.947 0.1 0.0 0.0
H -2.248 -3.308 -2.084 0.0 0.0 0.0
H -3.540 -3.287 -0.877 0.1 0.0 0.0
H -1.907 -3.800 -0.421 0.0 0.0 0.0
H -2.860 0.133 1.258 0.0 -0.1 0.0
H -2.590 -1.518 1.823 0.0 0.1 0.0
H -4.046 -1.132 0.883 0.1 0.0 0.0
```
Positions in Å, forces in eV/Å.

---

Here is a molecular structure, C24H42As2BrF5NRhS2Si3 at a distorted geometry from the OMol25 dataset. Energies are from wB97M-V/def2-TZVPD.

Net charge ... +2
Relative energy (zero: lowest compared OMol25 entry of this formula, charge and spin) ... 34.3 kcal/mol
HOMO energy (spin up / spin down) ... -12.7 / -12.7 eV

The geometry in XYZ format:
```
81
Properties=species:S:1:pos:R:3:forces:R:3
Rh -0.406 -0.618 -0.284 -0.4 1.6 -0.2
C 1.361 -6.115 -0.218 0.0 -0.2 0.0
C 1.691 -4.661 -0.310 0.1 0.3 0.0
C 3.003 -4.199 -0.376 -0.1 -0.1 0.0
C 3.265 -2.840 -0.434 -0.2 0.2 0.0
C 2.176 -1.994 -0.424 0.0 -0.2 0.1
Br 2.348 -0.113 -0.439 0.5 -0.2 -0.1
N 0.907 -2.393 -0.382 0.2 -0.7 -0.1
C 0.677 -3.709 -0.327 0.2 -0.1 -0.1
H 2.242 -6.728 -0.393 0.0 0.0 0.0
H 0.602 -6.394 -0.948 0.0 0.0 0.0
H 0.975 -6.360 0.772 0.0 0.0 0.0
H 3.825 -4.901 -0.383 0.0 0.0 0.0
H 4.271 -2.452 -0.479 0.0 0.0 0.0
H -0.366 -3.999 -0.308 0.0 0.0 0.0
C -5.593 -2.551 2.049 -0.2 -0.3 -0.6
Si -4.787 -3.231 0.483 0.6 0.1 0.3
C -5.474 -2.452 -1.089 0.1 -0.2 0.3
C -4.689 -5.110 0.420 -0.2 0.4 0.0
As -2.427 -2.559 0.584 -0.8 -0.5 0.3
Si -0.743 -0.766 -2.664 0.0 -0.1 0.0
C -1.724 -2.362 -2.919 0.3 0.4 0.1
C 0.962 -0.910 -3.473 -0.5 0.1 0.2
C -1.678 0.707 -3.363 0.1 -0.4 0.1
Si -1.773 -2.275 2.884 -0.3 0.0 -0.2
C 0.014 -1.639 2.849 -0.3 0.0 0.1
C -1.886 -4.036 3.551 0.1 0.4 0.0
C -2.876 -1.006 3.745 0.4 -0.3 0.0
H -6.672 -2.693 1.961 -0.1 0.0 0.1
H -5.410 -1.485 2.176 0.0 0.0 -0.1
H -5.266 -3.075 2.946 0.1 0.0 0.0
H -6.556 -2.582 -1.097 -0.1 0.0 0.0
H -5.076 -2.939 -1.978 0.0 0.0 0.0
H -5.263 -1.385 -1.162 0.0 0.0 0.1
H -5.683 -5.528 0.257 -0.1 -0.1 0.0
H -4.308 -5.531 1.350 0.0 0.0 0.1
H -4.050 -5.444 -0.398 0.0 0.0 0.0
H -1.204 -3.243 -2.547 0.0 0.0 0.0
H -1.853 -2.492 -3.994 0.0 0.0 -0.2
H -2.710 -2.312 -2.462 0.0 0.0 0.0
H 1.594 -1.678 -3.033 0.0 -0.1 0.0
H 1.513 0.029 -3.488 0.0 0.1 0.0
H 0.778 -1.199 -4.510 0.0 0.0 -0.1
H -2.737 0.645 -3.114 0.0 -0.1 0.0
H -1.583 0.697 -4.449 0.0 0.0 -0.1
H -1.284 1.653 -3.012 0.1 0.1 0.0
H 0.721 -2.398 2.510 0.0 0.0 0.0
H 0.304 -1.341 3.859 0.0 0.0 0.1
H 0.142 -0.741 2.232 0.0 -0.1 0.0
H -1.352 -4.736 2.905 0.0 0.0 0.0
H -2.923 -4.367 3.620 -0.1 0.0 0.0
H -1.455 -4.119 4.548 0.0 0.0 0.1
H -2.892 -0.075 3.176 0.0 0.0 -0.1
H -2.460 -0.784 4.729 0.0 0.0 0.1
H -3.897 -1.348 3.893 0.0 -0.1 -0.1
F 3.404 5.520 -0.886 0.0 0.0 0.0
C 2.504 4.597 -0.647 -0.1 -0.2 0.1
C 1.382 4.488 -1.462 0.0 -0.1 0.1
F 1.218 5.309 -2.484 0.0 0.0 0.0
C 0.431 3.517 -1.191 0.2 0.1 -0.3
F -0.648 3.476 -1.991 0.0 0.0 0.1
C 0.552 2.631 -0.134 0.1 0.1 0.3
S -0.673 1.443 0.392 -1.2 1.1 -1.1
C 1.678 2.773 0.679 0.1 0.3 0.2
F 1.823 1.999 1.753 -0.1 0.0 0.0
C 2.653 3.731 0.434 -0.2 -0.1 -0.2
F 3.700 3.829 1.226 0.0 0.0 0.0
C -3.718 3.261 -1.871 0.5 -0.6 -0.4
As -2.825 2.725 -0.233 0.7 0.1 1.4
C -4.233 2.204 0.988 0.1 -0.1 -0.1
C -2.208 4.382 0.557 0.0 -0.1 -0.1
S -2.688 -0.455 -0.084 0.4 -0.7 -0.2
H -4.434 4.033 -1.583 0.1 0.0 0.3
H -4.233 2.411 -2.311 0.0 0.0 0.0
H -2.994 3.663 -2.574 0.0 0.0 0.0
H -4.917 3.049 1.068 0.0 0.1 0.0
H -3.803 1.985 1.963 0.0 0.0 0.0
H -4.754 1.331 0.608 0.0 0.0 0.0
H -3.083 5.002 0.750 0.0 0.0 0.0
H -1.542 4.904 -0.124 0.0 0.1 0.0
H -1.696 4.173 1.495 0.0 0.0 0.0
```
Positions in Å, forces in eV/Å.

---

Q: Which energy values were calculated for the entries above? A: -687.90534; -7785.71784; -10314.28510, in a.u..